(1)
{
  "formula": "CH3ClFOP",
  "method": "the ωB97M-V functional and the def2-TZVPD basis",
  "e_tot_ha": -1016.5469,
  "lumo_ev": -0.666,
  "orbital_gap_ev": 9.240,
  "de_lowest_ev": 3.148,
  "species": ["C", "O", "F", "P", "Cl", "H", "H", "H"],
  "coordinates": [[-0.166, 1.242, -0.109], [-0.860, -1.467, -0.215], [3.011, -1.579, 0.476], [-1.214, -0.052, -0.248], [-3.113, 0.292, 0.240], [-0.582, 2.228, -0.144], [0.835, 1.094, -0.463], [2.090, -1.758, 0.462]]
}

=====

(2)
{
  "formula": "C5H9N3",
  "method": "the ωB97M-V functional and the def2-TZVPD basis",
  "e_tot_ha": -359.8966,
  "lumo_ev": 0.829,
  "orbital_gap_ev": 8.795,
  "de_lowest_ev": 8.182,
  "species": ["C", "N", "N", "C", "C", "N", "C", "C", "H", "H", "H", "H", "H", "H", "H", "H", "H"],
  "coordinates": [[2.671, -0.353, -0.187], [1.812, 0.684, -0.249], [0.695, 0.341, 0.184], [-0.236, 1.481, 0.211], [-1.496, 0.650, -0.460], [-2.689, -0.180, -0.306], [-1.345, -0.578, 0.221], [0.061, -1.040, -0.073], [3.861, -0.262, -0.287], [2.297, -1.372, 0.237], [0.256, 2.184, -0.394], [-0.191, 1.797, 1.230], [-1.225, 0.390, -1.570], [-3.541, 0.087, 0.389], [-1.464, -0.624, 1.373], [0.318, -1.771, 0.814], [0.216, -1.435, -1.133]]
}

=====

(3)
{
  "formula": "C6H12O",
  "method": "the ωB97M-V functional and the def2-TZVPD basis",
  "e_tot_ha": -310.9641,
  "lumo_ev": 1.006,
  "orbital_gap_ev": 10.140,
  "de_lowest_ev": 2.590,
  "species": ["C", "C", "C", "O", "C", "C", "C", "H", "H", "H", "H", "H", "H", "H", "H", "H", "H", "H", "H"],
  "coordinates": [[1.691, 0.613, 1.096], [0.783, 0.013, -0.067], [1.335, -0.763, -1.292], [0.036, -0.740, 0.959], [-0.698, 0.067, 0.082], [-1.405, 1.312, 0.556], [-1.609, -0.945, -0.590], [1.644, 0.031, 2.055], [1.404, 1.624, 1.380], [2.713, 0.540, 0.762], [1.083, -0.345, -2.286], [0.927, -1.780, -1.287], [2.424, -0.839, -1.257], [-1.939, 1.764, -0.289], [-2.140, 1.050, 1.322], [-0.715, 2.059, 0.955], [-2.385, -1.166, 0.158], [-1.069, -1.883, -0.747], [-2.080, -0.613, -1.509]]
}

=====

(4)
{
  "formula": "C3H7N3O",
  "method": "the ωB97M-V functional and the def2-TZVPD basis",
  "e_tot_ha": -358.0296,
  "lumo_ev": 0.866,
  "orbital_gap_ev": 10.722,
  "de_lowest_ev": 0.551,
  "species": ["H", "N", "C", "N", "C", "O", "N", "C", "H", "H", "H", "H", "H", "H"],
  "coordinates": [[2.832, -0.407, 2.901], [1.883, -0.119, 2.675], [1.711, -0.149, 1.419], [0.488, 0.220, 0.877], [0.235, 0.250, -0.471], [1.046, -0.079, -1.312], [-1.099, 0.716, -0.738], [-1.905, -0.309, -1.415], [2.435, -0.436, 0.653], [-0.241, 0.524, 1.507], [-1.002, 1.507, -1.372], [-2.049, -1.159, -0.740], [-1.445, -0.674, -2.342], [-2.888, 0.114, -1.644]]
}

=====

(5)
{
  "formula": "CH3FN2",
  "method": "the ωB97M-V functional and the def2-TZVPD basis",
  "e_tot_ha": -249.0674,
  "lumo_ev": [0.763, 0.320],
  "orbital_gap_ev": [9.868, 7.783],
  "de_lowest_ev": 5.423,
  "species": ["N", "C", "N", "F", "H", "H", "H"],
  "coordinates": [[-0.191, -0.386, 0.099], [0.925, 0.291, -0.009], [2.511, -0.630, 0.054], [3.406, 0.390, -0.022], [-0.880, -0.069, -0.584], [-0.172, -1.372, 0.233], [1.003, 1.421, 0.033]]
}

=====

(6)
{
  "formula": "C30H54F6O34P4",
  "method": "the ωB97M-V functional and the def2-TZVPD basis",
  "e_tot_ha": -5698.7459,
  "lumo_ev": -0.198,
  "orbital_gap_ev": 10.096,
  "de_lowest_ev": 0.000,
  "species": ["O", "C", "O", "C", "C", "F", "O", "H", "H", "H", "O", "C", "O", "C", "C", "F", "O", "H", "H", "H", "O", "C", "O", "C", "C", "F", "O", "H", "H", "H", "O", "C", "O", "C", "C", "F", "O", "H", "H", "H", "O", "C", "O", "C", "C", "F", "O", "H", "H", "H", "O", "C", "O", "C", "C", "F", "O", "H", "H", "H", "C", "O", "P", "O", "O", "C", "O", "C", "H", "H", "H", "H", "H", "H", "H", "H", "H", "C", "O", "P", "O", "O", "C", "O", "C", "H", "H", "H", "H", "H", "H", "H", "H", "H", "C", "O", "P", "O", "O", "C", "O", "C", "H", "H", "H", "H", "H", "H", "H", "H", "H", "C", "O", "P", "O", "O", "C", "O", "C", "H", "H", "H", "H", "H", "H", "H", "H", "H"],
  "coordinates": [[21.472, 16.588, -9.472], [20.790, 15.920, -8.772], [19.546, 16.292, -8.408], [19.104, 15.412, -7.387], [19.827, 14.141, -7.784], [19.187, 13.519, -8.796], [21.058, 14.694, -8.267], [19.436, 15.696, -6.386], [18.020, 15.366, -7.424], [20.118, 13.478, -6.974], [18.793, 20.380, -13.477], [18.772, 20.061, -12.336], [19.323, 18.965, -11.798], [19.129, 19.015, -10.352], [18.026, 20.043, -10.204], [18.280, 20.921, -9.181], [18.166, 20.800, -11.375], [18.906, 18.024, -9.966], [20.111, 19.295, -9.968], [17.070, 19.559, -10.016], [22.306, 19.683, -10.286], [23.112, 18.996, -10.817], [24.118, 18.336, -10.229], [24.946, 17.733, -11.218], [24.326, 18.168, -12.549], [24.036, 17.063, -13.302], [23.122, 18.754, -12.159], [25.984, 18.005, -11.045], [24.855, 16.649, -11.131], [24.931, 18.819, -13.175], [18.780, 19.141, -18.530], [18.120, 18.762, -17.634], [16.768, 18.792, -17.561], [16.301, 18.193, -16.378], [17.577, 17.968, -15.570], [17.692, 16.642, -15.193], [18.610, 18.318, -16.425], [15.687, 18.908, -15.826], [15.724, 17.281, -16.516], [17.705, 18.537, -14.651], [12.665, 18.688, -6.518], [13.358, 19.353, -7.199], [14.524, 19.928, -6.805], [15.002, 20.701, -7.886], [14.345, 20.027, -9.096], [15.026, 18.875, -9.402], [13.117, 19.704, -8.508], [14.555, 21.702, -7.879], [16.085, 20.774, -7.933], [14.225, 20.705, -9.935], [16.274, 14.634, -9.289], [15.908, 15.279, -10.205], [16.359, 16.514, -10.523], [15.881, 16.804, -11.855], [14.537, 16.122, -11.714], [13.828, 15.856, -12.820], [15.026, 14.878, -11.166], [15.928, 17.867, -12.072], [16.556, 16.287, -12.540], [13.889, 16.601, -10.978], [19.524, 23.982, -12.053], [19.931, 24.058, -13.431], [21.478, 23.936, -13.779], [22.385, 24.441, -12.750], [21.695, 22.421, -14.178], [22.127, 21.412, -13.259], [21.593, 24.623, -15.182], [20.566, 24.546, -16.152], [19.580, 22.946, -11.713], [18.534, 24.413, -11.952], [20.242, 24.541, -11.451], [21.375, 20.627, -13.274], [22.220, 21.864, -12.271], [23.086, 20.998, -13.559], [20.364, 23.493, -16.360], [20.862, 25.139, -17.010], [19.576, 24.918, -15.860], [13.392, 24.096, -12.913], [14.791, 24.083, -12.641], [15.408, 25.320, -11.822], [14.557, 26.489, -11.679], [15.928, 24.668, -10.478], [16.387, 23.312, -10.445], [16.793, 25.510, -12.564], [16.842, 26.188, -13.825], [12.810, 24.808, -12.326], [12.941, 23.123, -12.710], [13.233, 24.334, -13.965], [17.290, 23.402, -9.845], [16.583, 22.941, -11.447], [15.736, 22.572, -9.971], [17.473, 27.074, -13.767], [15.851, 26.443, -14.191], [17.352, 25.535, -14.536], [17.579, 21.362, -5.825], [18.916, 20.994, -6.055], [19.395, 19.488, -5.915], [18.729, 18.558, -6.827], [20.932, 19.630, -6.049], [21.450, 19.918, -7.373], [19.271, 19.166, -4.368], [18.256, 18.284, -3.888], [17.133, 21.781, -6.731], [17.538, 22.191, -5.112], [16.937, 20.571, -5.439], [21.506, 20.999, -7.500], [20.779, 19.476, -8.104], [22.453, 19.515, -7.446], [17.270, 18.710, -4.072], [18.383, 18.258, -2.805], [18.306, 17.252, -4.229], [17.807, 22.309, -16.670], [16.602, 22.291, -17.426], [16.102, 23.673, -18.012], [16.570, 24.849, -17.277], [16.616, 23.610, -19.520], [16.685, 24.812, -20.291], [14.555, 23.399, -18.083], [13.700, 24.436, -18.582], [18.029, 23.200, -16.096], [18.725, 21.930, -17.124], [17.622, 21.512, -15.936], [17.704, 24.924, -20.661], [16.361, 25.710, -19.772], [16.070, 24.659, -21.183], [12.680, 24.072, -18.631], [14.024, 24.709, -19.587], [13.758, 25.297, -17.917]]
}

=====

(7)
{
  "formula": "C2H3FI2",
  "method": "the ωB97M-V functional and the def2-TZVPD basis",
  "e_tot_ha": -773.1884,
  "lumo_ev": 0.001,
  "orbital_gap_ev": 9.560,
  "de_lowest_ev": 1.081,
  "species": ["C", "C", "F", "I", "H", "H", "I", "H"],
  "coordinates": [[-0.832, -0.273, -0.758], [0.123, 0.480, -1.236], [-0.010, 1.470, -2.121], [2.271, 0.317, -0.698], [-1.880, -0.135, -0.804], [-0.703, -1.273, -0.333], [-0.134, 0.029, 3.104], [1.165, -0.615, 2.848]]
}

=====

(8)
{
  "formula": "C4H9N",
  "method": "the ωB97M-V functional and the def2-TZVPD basis",
  "e_tot_ha": -212.4429,
  "lumo_ev": 1.063,
  "orbital_gap_ev": 10.086,
  "de_lowest_ev": 2.947,
  "species": ["C", "C", "C", "C", "H", "H", "H", "H", "H", "H", "H", "H", "H", "N"],
  "coordinates": [[1.042, -0.669, -0.090], [-0.547, -1.096, -0.080], [-1.218, 0.396, -0.293], [0.844, 0.696, 0.664], [1.470, -0.435, -1.253], [1.896, -1.432, 0.466], [-1.024, -1.526, 0.984], [-0.874, -2.074, -0.937], [-2.163, 0.498, 0.501], [-1.639, 0.498, -1.432], [0.167, 1.822, -0.966], [1.759, 1.311, 0.771], [0.495, 0.567, 1.750], [-0.207, 1.445, -0.085]]
}

=====

(9)
{
  "formula": "C20H32INO4",
  "method": "the ωB97M-V functional and the def2-TZVPD basis",
  "e_tot_ha": -1434.1706,
  "lumo_ev": -0.310,
  "orbital_gap_ev": 8.661,
  "de_lowest_ev": 12.178,
  "species": ["C", "C", "C", "C", "C", "C", "C", "C", "C", "C", "C", "C", "C", "C", "C", "N", "O", "C", "O", "O", "C", "C", "C", "C", "I", "H", "H", "H", "H", "H", "H", "H", "H", "H", "H", "H", "H", "H", "H", "H", "H", "H", "H", "H", "H", "H", "H", "H", "H", "H", "H", "H", "H", "H", "H", "O", "H", "H"],
  "coordinates": [[2.414, -2.570, 1.505], [1.119, -3.445, 2.002], [0.594, -4.577, 0.940], [0.760, -4.181, -0.641], [-0.418, -3.133, -1.193], [0.229, -1.602, -1.371], [0.171, -1.047, -2.904], [0.494, 0.536, -3.119], [0.969, 1.370, -1.798], [-0.212, 2.100, -0.938], [0.567, 2.323, 0.528], [-0.096, 1.981, 1.975], [0.633, 2.135, 3.454], [2.207, 2.681, 3.287], [2.675, 2.993, 1.757], [1.963, 2.844, 0.458], [-0.604, 3.434, -1.483], [-1.984, 3.759, -0.991], [-2.635, 4.870, -1.345], [-2.426, 2.608, -0.144], [-1.696, 1.456, -0.773], [-2.657, 1.155, -2.063], [-4.273, 0.988, -1.668], [-4.477, 0.081, -0.298], [-6.625, -0.206, 0.080], [2.010, -1.559, 1.063], [3.156, -3.146, 0.807], [3.029, -2.270, 2.481], [1.466, -4.021, 2.989], [0.256, -2.713, 2.366], [-0.573, -4.701, 1.133], [1.126, -5.593, 1.220], [1.847, -3.830, -0.924], [0.572, -5.186, -1.258], [-0.841, -3.472, -2.234], [-1.294, -3.065, -0.388], [-0.283, -0.932, -0.562], [1.366, -1.702, -1.062], [0.978, -1.672, -3.521], [-0.865, -1.270, -3.415], [-0.381, 1.139, -3.665], [1.404, 0.591, -3.891], [1.661, 2.255, -2.207], [1.706, 0.736, -1.104], [-1.217, 1.583, 1.973], [0.143, 1.864, 4.482], [2.920, 2.827, 4.226], [3.804, 3.376, 1.666], [-1.758, 0.614, 0.053], [-2.498, 1.878, -2.981], [-2.343, 0.074, -2.462], [-4.783, 0.391, -2.568], [-4.831, 2.012, -1.578], [-4.034, 0.662, 0.635], [-3.959, -0.974, -0.352], [4.934, 3.113, 4.915], [5.232, 3.970, 4.573], [5.358, 2.468, 4.329]]
}

=====

(10)
{
  "formula": "CH4InN2O",
  "method": "the ωB97M-V functional and the def2-TZVPD basis",
  "spin_multiplicity": 2,
  "e_tot_ha": -414.6725,
  "s_squared": 0.77,
  "total_charge": 2,
  "lumo_ev": [-8.329, -13.727],
  "orbital_gap_ev": [11.811, 6.273],
  "de_lowest_ev": 0.000,
  "species": ["In", "C", "O", "N", "N", "H", "H", "H", "H"],
  "coordinates": [[45.447, -11.262, 16.816], [48.539, -8.668, 16.330], [47.818, -9.580, 16.629], [49.259, -8.581, 15.247], [48.752, -7.747, 17.216], [49.134, -9.282, 14.530], [49.701, -7.696, 15.046], [49.580, -7.186, 17.077], [48.010, -7.594, 17.884]]
}

=====

(11)
{
  "formula": "CH4N2O",
  "method": "the ωB97M-V functional and the def2-TZVPD basis",
  "e_tot_ha": -225.2458,
  "lumo_ev": 0.689,
  "orbital_gap_ev": 11.256,
  "de_lowest_ev": 1.257,
  "species": ["N", "C", "O", "H", "N", "H", "H", "H"],
  "coordinates": [[1.812, -1.170, 0.014], [2.009, 0.023, 0.053], [2.512, 1.061, 0.213], [0.896, -1.627, 0.009], [-0.924, 0.536, -0.158], [-1.933, 0.814, 0.034], [-0.293, 1.356, -0.158], [-0.900, -0.099, 0.671]]
}

=====

(12)
{
  "formula": "C32H48CaF3O23",
  "method": "the ωB97M-V functional and the def2-TZVPD basis",
  "e_tot_ha": -3955.6942,
  "total_charge": 1,
  "lumo_ev": -4.222,
  "orbital_gap_ev": 7.837,
  "de_lowest_ev": 2.022,
  "species": ["Ca", "C", "O", "O", "C", "F", "F", "F", "C", "C", "H", "H", "H", "H", "H", "H", "C", "C", "C", "O", "C", "O", "O", "H", "H", "H", "H", "H", "H", "C", "C", "C", "O", "C", "O", "O", "H", "H", "H", "H", "H", "H", "C", "C", "C", "O", "C", "O", "O", "H", "H", "H", "H", "H", "H", "C", "C", "C", "O", "C", "O", "O", "H", "H", "H", "H", "H", "H", "C", "C", "C", "O", "C", "O", "O", "H", "H", "H", "H", "H", "H", "C", "C", "C", "O", "C", "O", "O", "H", "H", "H", "H", "H", "H", "C", "C", "C", "O", "C", "O", "O", "H", "H", "H", "H", "H", "H"],
  "coordinates": [[-0.704, -1.167, 2.393], [1.501, -0.044, 0.543], [0.138, 0.279, 0.636], [1.503, -0.998, 1.528], [1.886, -0.493, -0.878], [0.740, -0.835, -1.401], [2.367, 0.396, -1.679], [2.715, -1.540, -1.085], [-0.391, 1.392, -0.105], [-1.321, 0.974, -1.208], [-2.029, 0.179, -0.974], [-1.881, 1.698, -1.799], [-0.758, 0.595, -2.061], [0.419, 2.049, -0.421], [-0.812, 1.947, 0.734], [2.131, 0.831, 0.700], [4.903, -0.626, 5.186], [4.004, -0.480, 4.006], [3.421, 0.878, 3.703], [4.184, 1.521, 2.697], [5.077, 0.570, 2.130], [5.765, 0.555, 1.082], [4.928, -0.575, 2.882], [5.296, 0.347, 5.481], [5.756, -1.286, 5.026], [4.303, -0.972, 6.027], [3.379, -1.370, 3.928], [3.396, 1.422, 4.648], [2.411, 0.696, 3.337], [-1.905, 4.687, 0.820], [-3.040, 5.008, -0.022], [-4.344, 4.670, 0.596], [-5.099, 5.782, 0.331], [-4.420, 6.716, -0.325], [-4.828, 7.744, -0.814], [-3.165, 6.337, -0.458], [-2.039, 5.451, 1.586], [-0.930, 4.892, 0.378], [-2.064, 3.730, 1.316], [-2.849, 4.426, -0.924], [-4.239, 4.582, 1.678], [-4.783, 3.755, 0.200], [-5.484, 2.477, 4.931], [-5.142, 1.192, 4.165], [-5.846, 1.136, 2.787], [-4.811, 0.576, 1.960], [-3.654, 0.690, 2.558], [-2.555, 0.338, 2.077], [-3.778, 1.344, 3.718], [-5.499, 3.334, 4.258], [-4.971, 2.615, 5.883], [-6.546, 2.506, 5.173], [-5.385, 0.276, 4.703], [-6.044, 2.144, 2.421], [-6.710, 0.483, 2.665], [0.924, -1.390, -5.390], [0.043, -2.551, -5.095], [-0.109, -2.785, -3.608], [-1.279, -2.127, -3.293], [-2.055, -2.144, -4.353], [-3.302, -2.199, -4.435], [-1.304, -2.248, -5.429], [2.009, -1.490, -5.340], [0.659, -0.477, -4.857], [0.661, -1.044, -6.389], [0.392, -3.416, -5.658], [0.751, -2.383, -3.071], [-0.138, -3.856, -3.407], [5.292, -4.073, 0.007], [5.028, -3.993, 1.469], [3.691, -3.497, 1.986], [3.276, -4.506, 2.835], [4.063, -5.639, 2.686], [3.909, -6.720, 3.217], [5.045, -5.372, 1.820], [4.777, -3.255, -0.497], [4.968, -5.023, -0.420], [6.331, -4.065, -0.321], [5.800, -3.375, 1.927], [3.092, -3.446, 1.077], [3.769, -2.540, 2.502], [-4.476, -5.676, -0.805], [-3.590, -4.475, -1.191], [-4.396, -3.154, -1.510], [-3.738, -2.196, -0.723], [-2.675, -2.797, -0.105], [-1.902, -2.150, 0.609], [-2.706, -4.102, -0.205], [-5.039, -5.418, 0.092], [-3.799, -6.481, -0.519], [-5.235, -6.061, -1.486], [-3.052, -4.665, -2.120], [-5.440, -3.307, -1.239], [-4.376, -2.981, -2.585], [1.835, 2.692, -3.676], [2.751, 3.749, -3.148], [3.862, 3.378, -2.274], [5.060, 3.922, -2.814], [4.823, 4.151, -4.075], [5.659, 4.568, -4.868], [3.455, 3.949, -4.319], [2.270, 1.722, -3.916], [1.244, 2.969, -4.549], [1.114, 2.493, -2.884], [2.279, 4.698, -2.894], [3.894, 2.289, -2.240], [3.684, 3.663, -1.237]]
}